1.
One molecule with the formula C4H4Cl2, computed with ωB97M-V/def2-TZVPD.

Summary:
LUMO level	-0.02	eV
structure (SMILES)	C=C/C(Cl)=C\Cl
HOMO energy	-0.325	Ha
molecular weight	122.982	g/mol
energy relative to the best compared isomer or geometry (same formula, charge and spin)	187.2	kJ/mol
orbital gap	8.8	eV

Structure (ORCA input):
```
! wB97M-V def2-TZVPD RIJCOSX def2/J DEFGRID3
* xyz 0 1
C -1.1086 1.5259 0.1238
C -0.0673 0.6944 -0.3104
C -0.0534 -0.7626 -0.1150
Cl -1.6901 -1.5479 -0.1928
C 1.1166 -1.5377 0.1612
Cl 2.5644 -0.5553 -0.1462
H -2.0747 1.1628 0.6141
H -0.8349 2.6135 -0.1367
H 0.8619 1.1983 -0.5814
H 1.2861 -2.7912 0.5835
*
```

In elementary charge units, the Löwdin charges are: C 0.006; C -0.271; C -0.722; Cl 0.572; C -0.521; Cl 0.558; H 0.069; H 0.079; H 0.051; H 0.179

=====

2.
An isolated ion of composition C4H4Cl2FN2 and charge +1, computed with ωB97M-V/def2-TZVPD.

Summary:
LUMO level	-6.42	eV
structure (SMILES)	F[C@]1(Cl)C=NC=[NH+][C@@H]1Cl
HOMO energy	-0.575	Ha
molecular weight	169.994	g/mol
energy relative to the best compared isomer or geometry (same formula, charge and spin)	0.0	kJ/mol
orbital gap	9.2	eV

Structure (ORCA input):
```
! wB97M-V def2-TZVPD RIJCOSX def2/J DEFGRID3
* xyz 1 1
F 1.8630 0.5499 1.7555
C 1.6846 0.6408 0.3439
Cl 3.1718 1.2630 -0.3714
C 0.5672 1.5210 -0.0984
N -0.5940 1.2256 0.2973
C -0.8222 -0.0236 0.8906
N -0.0953 -1.0171 0.4729
C 1.1178 -0.6553 -0.2596
Cl 2.1450 -2.1350 -0.1196
H 0.5731 2.3432 -0.6930
H -1.7981 -0.2033 1.3682
H -0.1687 -2.0449 0.6036
H 1.0045 -0.4056 -1.3599
*
```

In elementary charge units, the Löwdin charges are: F 0.014; C -0.804; Cl 0.811; C -0.066; N 0.182; C 0.012; N 0.092; C -0.604; Cl 0.733; H 0.118; H 0.178; H 0.171; H 0.164

=====

3.
C4H4Cl2LuO4Y as an isolated structure, computed with ωB97M-V/def2-TZVPD.

Summary:
LUMO level	-18.00	eV
HOMO energy	-0.977	Ha
molecular weight	450.851	g/mol
energy relative to the best compared isomer or geometry (same formula, charge and spin)	201.0	kJ/mol
orbital gap	8.6	eV

Structure (ORCA input):
```
! wB97M-V def2-TZVPD RIJCOSX def2/J DEFGRID3
* xyz 4 1
Y -0.6842 -2.5359 -1.2874
Lu -0.0110 0.4800 0.3551
Cl -0.2062 -0.0695 -2.4234
Cl 0.8828 -1.6682 0.9683
C -0.1210 0.8484 2.5472
C -2.6982 -2.2812 -2.4121
C -1.9390 -3.9190 0.1474
O -0.0252 0.9892 3.6854
O -3.5689 -2.3065 -3.1937
O -2.4063 -4.8172 0.7268
C 2.0065 2.5850 0.4580
O 1.1963 1.9479 -0.5531
H 2.5453 1.7995 0.9810
H 1.4055 3.1346 1.1889
H 2.7543 3.2515 0.0230
H 0.8691 2.5614 -1.2114
*
```

In elementary charge units, the Löwdin charges are: Y 1.393; Lu 1.377; Cl 0.074; Cl 0.128; C -0.041; C -0.012; C 0.023; O 0.292; O 0.286; O 0.286; C -0.026; O -0.298; H 0.112; H 0.117; H 0.150; H 0.140

=====

4.
One molecule with the formula C4H4ClF, computed with ωB97M-V/def2-TZVPD.

Summary:
LUMO level	0.54	eV
structure (SMILES)	C=C(F)C(=C)Cl
HOMO energy	-0.351	Ha
molecular weight	106.527	g/mol
energy relative to the best compared isomer or geometry (same formula, charge and spin)	45.9	kJ/mol
orbital gap	10.1	eV

Structure (ORCA input):
```
! wB97M-V def2-TZVPD RIJCOSX def2/J DEFGRID3
* xyz 0 1
C -1.5332 -0.3280 0.5616
C -0.4495 -0.7178 -0.0710
F -0.5652 -1.8911 -0.7000
C 0.8983 -0.1353 -0.1301
C 1.1704 1.1595 -0.4174
Cl 2.2258 -1.2586 0.2321
H -2.4884 -0.8295 0.6594
H -1.5659 0.6310 1.0924
H 0.2540 1.6719 -0.4818
H 2.0538 1.6980 -0.7452
*
```

In elementary charge units, the Löwdin charges are: C 0.089; C -0.431; F 0.041; C -0.635; C 0.024; Cl 0.635; H 0.075; H 0.078; H 0.047; H 0.075

=====

| no. | energy (eV) |
| --- | --- |
| 1 | -29254.7183 |
| 2 | -34946.2779 |
| 3 | -72063.9416 |
| 4 | -19450.9816 |